117
Properties=species:S:1:pos:R:3:lowdin_charge:R:1 method="wB97M-V/def2-TZVPD" relative_energy_kcal_mol=13.1 lumo_ev=-2.47 e_tot_ha=-3164.89828
Hg -0.0748 0.0827 0.0603 1.3810
O 0.5111 -4.5268 1.6744 0.1182
C 1.3910 -4.3431 0.8139 -0.2942
O 2.3867 -5.1742 0.4108 0.2506
B 3.0172 -4.5772 -0.7657 -0.8626
O 2.4469 -3.2113 -0.8812 0.2197
C 1.4673 -2.9996 0.0317 -0.2727
O 0.7988 -1.9629 0.0990 -0.0154
O 2.9491 -5.4163 -1.9929 0.2255
C 4.1545 -5.7330 -2.3838 -0.3418
O 4.4074 -6.4338 -3.3924 0.1002
C 5.1668 -4.9387 -1.4769 -0.3552
O 4.4669 -4.3913 -0.5161 0.2133
O 6.4002 -4.9802 -1.5672 0.1168
O -0.3063 8.9937 -0.6472 0.1114
C -0.5159 7.9110 -0.0649 -0.3655
O 0.2451 6.8835 -0.0384 0.2548
B -0.2932 5.7851 0.7502 -0.7872
O -1.6275 6.2846 1.1524 0.2080
C -1.8421 7.5192 0.6986 -0.3535
O -2.7483 8.2849 0.9399 0.1477
O -0.4877 4.4961 0.0461 0.2334
C 0.0774 3.4876 0.7395 -0.2917
O 0.2105 2.3049 0.4035 0.0108
C 0.6848 4.1129 1.9426 -0.3765
O 0.5355 5.3885 1.9796 0.2658
O 1.1881 3.4398 2.8751 0.1063
C 4.3158 1.1292 2.3817 -0.0163
C 3.4995 -0.0795 1.7415 -0.3995
C 4.4056 -1.2989 1.6836 -0.1249
C 4.5260 -2.0299 3.0242 -0.1744
C 3.1781 -2.3500 3.5973 -0.0817
C 2.0933 -1.1373 3.6575 -0.5010
N 2.1597 -0.4151 2.3926 -0.1156
O 1.2455 0.6167 2.2465 -0.0794
C 0.6902 -1.6486 3.8887 -0.0104
C 2.5537 -0.2017 4.7271 -0.0324
C 3.2076 0.3826 0.2352 -0.0248
H 5.2966 1.4312 2.0142 0.0890
H 4.4909 1.0640 3.4555 0.0582
H 3.6846 2.0164 2.3311 0.0710
H 3.9340 -2.0911 1.1021 0.1059
H 5.3333 -0.9351 1.2420 0.1326
H 5.1496 -1.5006 3.7446 0.1115
H 5.0751 -2.9386 2.7776 0.1213
H 3.3287 -2.6366 4.6381 0.1249
H 2.6656 -3.1192 3.0195 0.1042
H -0.1703 -0.9922 3.7591 0.0745
H 0.7032 -2.4415 3.1409 0.0556
H 0.7072 -2.1449 4.8590 0.1004
H 2.3607 -0.5183 5.7520 0.0965
H 3.6291 -0.0378 4.6574 0.0665
H 2.0487 0.7563 4.6033 0.0900
H 2.6191 1.2873 0.0825 0.0562
H 2.7311 -0.3620 -0.4026 0.0459
H 4.1908 0.6364 -0.1610 0.0908
H 1.6077 1.2177 2.9017 0.0621
C -2.7904 1.8905 -0.5195 -0.0316
C -3.5135 0.9187 0.4276 -0.4646
C -4.6657 0.2194 -0.3751 -0.0969
C -5.4264 -1.0008 0.3224 -0.1308
C -4.1782 -1.9305 0.5761 -0.1367
C -3.0537 -1.3316 1.5415 -0.4366
N -2.5319 -0.1136 0.9497 -0.1336
O -1.5275 0.4135 1.7219 -0.0963
C -3.7095 -1.2828 2.9642 -0.0102
C -1.9764 -2.5003 1.4948 -0.0149
C -4.0118 1.7725 1.5647 -0.0118
H -2.1565 1.3732 -1.2397 0.0563
H -2.4419 2.7454 0.0600 0.0784
H -3.4523 2.3588 -1.2480 0.1012
H -5.4220 1.0042 -0.3604 0.1152
H -4.4138 -0.0373 -1.4041 0.0998
H -6.2967 -1.3795 -0.2136 0.1093
H -5.9064 -0.7793 1.2756 0.0936
H -3.8487 -2.1799 -0.4325 0.0990
H -4.7095 -2.8235 0.9053 0.1160
H -4.1764 -2.2347 3.2175 0.0948
H -2.9452 -1.2778 3.7413 0.0768
H -4.3759 -0.4451 3.1698 0.0706
H -1.0808 -2.2561 2.0661 0.0426
H -2.4448 -3.4008 1.8921 0.1015
H -1.7158 -2.6158 0.4427 0.0571
H -4.3496 2.7473 1.2129 0.1097
H -3.2385 1.9254 2.3175 0.0912
H -4.8692 1.2250 1.9563 0.0811
H -2.0042 0.7171 2.4979 0.1041
C -1.3730 -1.8782 -2.2862 -0.0399
C -1.0010 -0.8321 -3.3508 -0.4686
C -2.3875 -0.4023 -3.9368 -0.0913
C -2.1957 0.7750 -4.9827 -0.1428
C -1.4149 1.9596 -4.4441 -0.1460
C -0.1282 1.4983 -3.7878 -0.4532
N -0.2647 0.3905 -2.8640 -0.1403
O 0.8558 0.1196 -2.1643 -0.0595
C 0.9585 1.2690 -4.8939 -0.0199
C 0.4275 2.7970 -2.9903 -0.0117
C -0.2742 -1.6047 -4.4172 -0.0341
H -0.5035 -2.4036 -1.8910 0.0723
H -2.1016 -2.5827 -2.6874 0.1046
H -1.9188 -1.4722 -1.4345 0.0421
H -2.8701 -1.2689 -4.3887 0.1199
H -3.0863 -0.1026 -3.1559 0.0911
H -3.1962 1.1809 -5.1324 0.1076
H -1.7966 0.4839 -5.9543 0.1086
H -2.0078 2.4929 -3.7010 0.1135
H -1.1167 2.7124 -5.1737 0.1343
H 0.5999 0.8730 -5.8440 0.0774
H 1.7001 2.0408 -5.1002 0.0922
H 1.5899 0.4096 -4.6684 0.0661
H 0.6361 3.6834 -3.5895 0.0913
H -0.2867 3.1871 -2.2652 0.0565
H 1.2881 2.6410 -2.3399 0.0731
H -0.0323 -1.0627 -5.3314 0.0734
H -0.8185 -2.4552 -4.8277 0.1043
H 0.6610 -1.9853 -4.0066 0.0958
H 1.4203 -0.1306 -2.8993 0.1044



18
Properties=species:S:1:pos:R:3:lowdin_charge:R:1 method="wB97M-V/def2-TZVPD" relative_energy_kcal_mol=61.4 lumo_ev=-0.05 e_tot_ha=-568.38448
C -1.1829 0.3146 -0.1212 -0.1354
C -1.6555 -1.1418 -0.0312 -0.3748
C 0.6707 -0.9823 0.1154 -0.2603
C 1.9917 -1.3669 0.0402 -0.0102
C 2.9673 -0.3458 0.0313 -0.0803
C 2.6351 1.0271 -0.1051 -0.0619
C 1.2083 1.3867 -0.1270 0.0282
C 0.2900 0.3116 0.0205 -0.1100
H -2.1426 3.1248 -0.1102 0.1768
H -0.3199 -2.7539 0.1577 0.1576
H 2.2912 -2.3638 0.0869 0.0886
H 4.0565 -0.6929 -0.0099 0.1227
H 3.3342 1.8474 -0.0780 0.0847
H 0.9914 2.4449 -0.2567 0.0977
N -1.9840 1.2768 -0.0112 0.0520
N -0.4223 -1.7692 0.0821 0.1545
O -1.3856 2.4692 0.2097 -0.0559
O -2.7288 -1.6414 -0.1126 0.1260



22
Properties=species:S:1:pos:R:3:lowdin_charge:R:1 method="wB97M-V/def2-TZVPD" relative_energy_kcal_mol=54.9 total_charge=+1 lumo_ev=-4.73 e_tot_ha=-913.90973
C 0.3660 -0.3255 -2.8229 -0.0549
C 1.2349 0.7813 -2.7050 -0.0617
C -0.3432 -0.7765 -1.6881 -0.0502
C 1.3698 1.4284 -1.4880 0.0210
C -0.2088 -0.0955 -0.5118 -0.1749
C 0.6629 0.9307 -0.3297 -0.3276
C -1.0392 -0.6087 0.7390 -0.1660
C -0.8365 0.3474 1.8273 -0.5948
N -0.2392 -1.8007 1.1881 0.1759
O 0.6877 1.4367 0.8953 -0.0391
O -1.6896 1.3163 1.8253 0.0953
S -0.0815 -0.1069 3.4231 0.9214
H 0.3890 -0.7001 -3.8302 0.1031
H 1.8120 1.2555 -3.4573 0.1053
H -1.1621 -1.6003 -1.6467 0.1511
H 1.9742 2.3538 -1.2632 0.1417
H -2.0726 -0.8807 0.6107 0.1785
H -0.1678 -2.4627 0.3769 0.1951
H -0.7121 -2.1842 1.9656 0.1169
H 0.6555 -1.4551 1.6366 0.1462
H -1.4253 2.2399 1.9025 0.1667
H 0.8260 0.9070 3.3526 -0.0491



105
Properties=species:S:1:pos:R:3:lowdin_charge:R:1 method="wB97M-V/def2-TZVPD" relative_energy_kcal_mol=7.7 total_charge=+1 lumo_ev=-1.49 e_tot_ha=-2269.36379
C -2.5064 -3.9311 -1.9496 0.1397
C -2.7035 -2.9317 -1.3194 -0.0957
C -2.9010 -1.7751 -0.4623 -0.1916
H -3.8857 -1.3367 -0.6511 0.1350
O -2.7396 -2.1121 0.9202 -0.2238
C -3.8367 -2.7385 1.5535 -0.1504
H -4.1694 -3.6148 0.9839 0.1351
C -5.0157 -1.7857 1.7721 -0.1839
H -5.7516 -2.2713 2.4283 0.1391
O -4.5131 -0.6040 2.3472 -0.1437
C -5.4232 0.4765 2.3477 -0.1709
C -4.6066 1.7570 2.4811 -0.1727
H -5.2731 2.6288 2.5223 0.1375
H -4.0205 1.7112 3.4046 0.1254
O -3.7709 1.8164 1.3410 -0.1481
C -2.6562 2.6686 1.4263 -0.1914
H -2.9519 3.6891 1.7008 0.1327
H -2.2322 2.6602 0.4201 0.0954
C -1.5941 2.1504 2.4114 -0.1339
N -1.4488 0.7277 2.2192 0.1178
C -0.2853 0.1057 2.2376 -0.3430
N 0.8166 0.7326 2.5723 0.2137
C 1.9512 0.0116 2.6074 -0.3001
N 3.0845 0.6187 2.9042 -0.0267
C 4.3679 -0.0408 2.8141 -0.0926
H 4.2141 -1.0949 2.5960 0.1092
H 4.8911 0.0781 3.7677 0.1384
C 5.1741 0.6411 1.6988 -0.1733
O 5.3202 2.0127 1.9670 -0.1221
C 4.0709 2.6620 2.0330 -0.1798
H 4.2852 3.7045 2.2716 0.1314
C 3.1821 2.0444 3.1240 -0.0936
H 2.1835 2.4756 3.1009 0.1132
H 3.6403 2.2060 4.1051 0.1365
H 3.5545 2.6103 1.0623 0.0901
H 6.1818 0.2270 1.6477 0.1325
H 4.6604 0.4822 0.7394 0.1220
N 1.9981 -1.3236 2.3878 0.2114
C 0.8953 -1.9265 2.0410 -0.2939
N -0.2807 -1.2391 1.9281 0.2414
N 0.9100 -3.2676 1.8745 -0.0383
H -1.1635 -1.6635 1.6436 0.1133
C 0.0546 -3.9489 0.9247 -0.0793
H -0.2830 -4.8887 1.3698 0.1349
C 0.8807 -4.2303 -0.3643 -0.0946
N 2.0532 -3.3866 -0.3671 -0.0369
C 2.1576 -2.1324 -0.8690 -0.3971
O 3.1063 -1.4147 -0.6206 0.0773
C 1.0604 -1.6204 -1.8164 -0.1503
N 0.7979 -0.2617 -1.4265 -0.0666
C 1.5725 0.8319 -1.5545 0.0265
C 0.8397 1.8453 -0.9642 -0.2206
N -0.3105 1.3060 -0.5175 0.0959
N -0.3247 0.0495 -0.7931 0.0520
C 1.1388 3.3043 -0.8703 -0.3390
N 2.5747 3.4885 -0.7064 0.0494
H 3.0620 3.2076 -1.5515 0.0859
H 2.7810 4.4705 -0.5570 0.0934
H 0.6535 3.6946 0.0306 0.1363
C 0.5719 4.0274 -2.1128 -0.1343
H 0.9545 5.0514 -2.1213 0.1228
C -0.9596 4.0627 -2.1646 -0.4376
C -1.5148 5.1327 -1.2270 -0.0749
H -1.1632 4.9875 -0.2084 0.0610
H -1.2060 6.1211 -1.5608 0.0846
H -2.6013 5.1007 -1.2195 0.0803
C -1.4324 4.3292 -3.5925 -0.0733
H -1.1002 3.5418 -4.2658 0.0740
H -1.0386 5.2774 -3.9521 0.0838
H -2.5178 4.3741 -3.6301 0.0783
H -1.3396 3.0849 -1.8482 0.1101
H 0.9569 3.5224 -3.0041 0.1189
H 2.5396 0.8057 -2.0049 0.1360
H 0.1134 -2.1494 -1.6982 0.1278
C 1.5510 -1.7160 -3.2775 -0.3059
C 1.6567 -3.1805 -3.6956 -0.0379
H 0.6884 -3.6725 -3.6535 0.0736
H 2.3507 -3.7174 -3.0535 0.0819
H 2.0240 -3.2433 -4.7163 0.0917
H 2.5567 -1.2825 -3.3162 0.1443
C 0.6593 -0.9144 -4.2394 -0.2015
C -0.8240 -1.2654 -4.1905 -0.0811
H -1.2675 -0.9951 -3.2353 0.0527
H -1.3495 -0.7163 -4.9674 0.0801
H -0.9888 -2.3251 -4.3624 0.0662
H 0.7718 0.1523 -4.0330 0.1002
H 1.0331 -1.0860 -5.2503 0.1175
C 2.9850 -3.7716 0.6800 -0.0883
C 2.1947 -3.9341 1.9986 -0.0970
H 1.9919 -4.9851 2.2115 0.1297
H 2.7382 -3.4958 2.8328 0.1211
H 3.7268 -2.9770 0.7608 0.1127
H 3.4819 -4.7044 0.4029 0.1322
H 0.2689 -4.0820 -1.2504 0.0921
H 1.2333 -5.2652 -0.3701 0.1353
H -0.8216 -3.3497 0.6896 0.0919
H -2.2900 0.2488 1.9065 0.1316
H -1.8821 2.3528 3.4489 0.1224
H -0.6355 2.6308 2.2178 0.1092
H -6.1393 0.3846 3.1748 0.1364
H -5.9756 0.5043 1.3994 0.1328
H -5.5147 -1.5592 0.8180 0.1242
H -3.4468 -3.0608 2.5217 0.1383
H -2.1316 -1.0156 -0.6635 0.0910
H -2.3748 -4.7847 -2.5463 0.0365